Here is a cluster of 2 separate species, C4H12 in total from the Open Molecules 2025 dataset. Energies are from ωB97M-V/def2-TZVPD.

The HOMO energy comes out at -11.62 eV. The SMILES is CC.CC. As for the total charge: 0. The calculation puts the energy relative to the best compared isomer or geometry (same formula, charge and spin) at 11.0 kcal per mole. The total energy is -4342.0518 eV.

Bonds (Å) are listed after each position.
Positions of all 16 atoms, in Å:
1 C 2.131 -0.701 0.528  C2 1.523, H3 1.084, H4 1.101, H5 1.085
2 C 1.388 -0.387 1.819  C1 1.523, H6 1.091, H7 1.095, H8 1.088
3 H 1.521 -1.283 -0.154  C1 1.084
4 H 2.304 0.222 -0.048  C1 1.101
5 H 3.145 -1.078 0.607  C1 1.085
6 H 0.414 -0.876 1.874  C2 1.091
7 H 1.912 -0.793 2.691  C2 1.095
8 H 1.262 0.667 2.060  C2 1.088
9 C -1.935 -0.094 -1.540  C10 1.525, H11 1.086, H12 1.100, H13 1.093
10 C -1.586 1.178 -0.774  C9 1.525, H14 1.083, H15 1.097, H16 1.090
11 H -2.481 0.100 -2.459  C9 1.086
12 H -1.093 -0.758 -1.780  C9 1.100
13 H -2.473 -0.825 -0.930  C9 1.093
14 H -2.234 1.297 0.085  C10 1.083
15 H -1.761 2.071 -1.387  C10 1.097
16 H -0.514 1.260 -0.592  C10 1.090